{"formula": "C16H17Br2N5O12P2Tc", "method": "ωB97M-V/def2-TZVPD", "symbols": ["Tc", "C", "O", "C", "O", "N", "N", "H", "H", "H", "H", "H", "H", "O", "P", "O", "O", "O", "P", "O", "O", "O", "H", "H", "Br", "C", "C", "C", "Br", "C", "C", "C", "C", "N", "C", "C", "O", "H", "H", "H", "H", "C", "N", "C", "C", "C", "O", "N", "C", "O", "H", "H", "H", "H", "H"], "coordinates": [[0.010, -0.113, 0.108], [-2.092, 1.450, -3.370], [-1.010, 2.374, -3.065], [-0.107, 1.919, -2.233], [-0.116, 0.733, -1.854], [0.808, 2.842, -1.917], [1.832, 2.507, -1.053], [-2.808, 2.032, -3.933], [-2.532, 1.077, -2.456], [-1.720, 0.618, -3.960], [0.625, 3.787, -2.188], [1.687, 2.906, -0.138], [2.719, 2.769, -1.450], [-4.312, -0.412, -0.760], [-2.897, -1.022, -0.349], [-2.975, -2.048, 0.702], [-2.000, 0.214, -0.054], [-2.354, -1.589, -1.764], [-1.035, -2.556, -1.765], [-0.298, -2.137, -3.099], [-1.352, -3.975, -1.678], [-0.179, -1.948, -0.590], [-5.016, -1.057, -0.547], [0.460, -1.533, -2.914], [-0.013, 4.273, 2.678], [-0.340, 2.524, 3.304], [-0.657, 2.301, 4.661], [-0.890, 1.043, 5.124], [-1.301, 0.794, 6.955], [-0.814, -0.070, 4.251], [-1.032, -1.427, 4.589], [-0.921, -2.401, 3.636], [-0.584, -2.066, 2.322], [-0.355, -0.807, 1.990], [-0.487, 0.196, 2.921], [-0.247, 1.489, 2.420], [0.068, 1.603, 1.128], [-0.706, 3.142, 5.337], [-1.295, -1.682, 5.606], [-1.100, -3.440, 3.876], [-0.513, -2.803, 1.536], [4.218, -2.489, -2.067], [3.764, -1.787, -0.863], [4.477, -1.811, 0.311], [4.062, -1.176, 1.411], [2.769, -0.511, 1.416], [2.327, 0.046, 2.406], [2.047, -0.541, 0.205], [2.584, -1.069, -0.958], [2.073, -0.921, -2.067], [5.080, -3.095, -1.807], [4.486, -1.784, -2.852], [3.424, -3.127, -2.448], [5.408, -2.361, 0.277], [4.640, -1.174, 2.323]], "homo_lumo_gap_ha": [0.2867, 0.2519], "homo_ev": [-8.34, -8.52], "total_energy_ha": -7708.5444, "s_squared": 3.7717, "spin_multiplicity": 4}



{"formula": "C21H27ClN2O5", "method": "ωB97M-V/def2-TZVPD", "symbols": ["C", "O", "C", "C", "C", "C", "C", "C", "O", "N", "C", "C", "C", "O", "C", "C", "N", "C", "O", "C", "C", "C", "C", "C", "O", "C", "C", "C", "Cl", "H", "H", "H", "H", "H", "H", "H", "H", "H", "H", "H", "H", "H", "H", "H", "H", "H", "H", "H", "H", "H", "H", "H", "H", "H", "H", "H"], "coordinates": [[1.770, -7.866, -3.274], [2.712, -7.059, -2.570], [2.351, -5.744, -2.483], [2.869, -4.826, -3.399], [3.784, -5.293, -4.496], [2.530, -3.488, -3.264], [1.681, -3.056, -2.251], [1.367, -1.592, -2.188], [2.123, -0.758, -2.662], [0.196, -1.239, -1.604], [-0.229, 0.153, -1.581], [0.483, 0.976, -0.514], [-0.018, 2.404, -0.487], [0.293, 3.020, -1.721], [-0.299, 4.288, -1.866], [0.216, 4.924, -3.141], [1.574, 5.424, -3.034], [2.666, 4.953, -3.706], [3.675, 5.615, -3.847], [2.547, 3.601, -4.236], [2.513, 2.482, -4.667], [2.508, 1.121, -5.178], [2.260, 0.995, -6.687], [2.822, -0.397, -6.979], [3.745, -0.703, -5.931], [3.857, 0.412, -5.057], [1.181, -3.970, -1.334], [1.523, -5.305, -1.454], [0.932, -6.444, -0.287], [2.171, -8.877, -3.278], [0.800, -7.861, -2.773], [1.651, -7.516, -4.302], [4.279, -4.443, -4.963], [4.537, -5.978, -4.110], [3.229, -5.824, -5.273], [2.933, -2.756, -3.954], [-0.462, -1.958, -1.364], [-0.040, 0.596, -2.559], [-1.306, 0.165, -1.406], [0.317, 0.527, 0.469], [1.556, 0.968, -0.711], [-1.107, 2.423, -0.327], [0.445, 2.963, 0.336], [-1.393, 4.190, -1.920], [-0.062, 4.928, -1.005], [0.172, 4.187, -3.943], [-0.443, 5.752, -3.415], [1.698, 6.378, -2.731], [1.773, 0.534, -4.624], [1.210, 1.092, -6.957], [2.825, 1.766, -7.212], [2.038, -1.160, -6.973], [3.334, -0.441, -7.943], [4.665, 1.081, -5.375], [4.048, 0.047, -4.051], [0.565, -3.663, -0.499]], "homo_lumo_gap_ha": 0.3582, "homo_ev": -9.21, "total_energy_ha": -1762.2705, "spin_multiplicity": 1, "relative_energy_ev": 2.031, "smiles": "COc1c(C)cc(C(=O)NCCCOCCNC(=O)C#C[C@H]2CCOC2)cc1Cl"}



{"formula": "C26H56N2O10", "method": "ωB97M-V/def2-TZVPD", "symbols": ["C", "C", "O", "C", "O", "C", "O", "O", "C", "C", "C", "C", "C", "C", "C", "C", "O", "C", "C", "O", "H", "H", "H", "H", "H", "H", "H", "H", "H", "H", "H", "H", "H", "H", "H", "H", "H", "H", "H", "H", "H", "H", "H", "H", "H", "H", "C", "O", "C", "C", "N", "C", "C", "O", "C", "H", "H", "H", "H", "H", "H", "H", "H", "H", "H", "H", "H", "H", "H", "H", "C", "O", "C", "C", "N", "C", "C", "O", "C", "H", "H", "H", "H", "H", "H", "H", "H", "H", "H", "H", "H", "H", "H", "H"], "coordinates": [[-4.678, -2.732, 4.346], [-3.380, -2.286, 5.008], [-2.245, -2.934, 4.449], [-1.946, -4.184, 4.969], [-0.608, -4.256, 5.450], [0.375, -4.307, 4.528], [0.404, -3.707, 3.496], [1.316, -5.144, 4.966], [2.650, -4.838, 4.517], [3.163, -3.475, 5.005], [3.779, -2.598, 3.894], [2.855, -1.467, 3.443], [3.388, -0.700, 2.221], [2.625, -1.027, 0.936], [3.398, -0.632, -0.323], [2.561, -0.801, -1.589], [3.280, -1.581, -2.562], [2.573, -2.042, -3.609], [3.467, -2.627, -4.659], [1.370, -1.988, -3.681], [-4.785, -2.240, 3.377], [-4.671, -3.810, 4.172], [-5.547, -2.468, 4.952], [-3.405, -2.428, 6.095], [-3.219, -1.220, 4.829], [-2.563, -4.404, 5.846], [-2.088, -4.968, 4.217], [2.704, -4.914, 3.429], [3.260, -5.643, 4.930], [2.345, -2.920, 5.475], [3.906, -3.644, 5.789], [4.043, -3.213, 3.026], [4.719, -2.161, 4.250], [2.673, -0.797, 4.291], [1.882, -1.903, 3.193], [4.444, -0.965, 2.070], [3.371, 0.381, 2.394], [1.681, -0.472, 0.941], [2.394, -2.098, 0.908], [3.737, 0.403, -0.222], [4.297, -1.255, -0.387], [1.612, -1.288, -1.355], [2.322, 0.168, -2.035], [4.044, -3.451, -4.235], [2.847, -3.004, -5.470], [4.162, -1.874, -5.030], [-0.077, 5.280, -2.948], [0.729, 5.871, -1.951], [0.018, 6.354, -0.819], [0.337, 5.531, 0.407], [-0.215, 4.187, 0.295], [0.225, 3.261, 1.328], [1.709, 2.925, 1.393], [2.179, 2.195, 0.273], [2.563, 2.976, -0.845], [0.562, 5.084, -3.807], [-0.519, 4.334, -2.619], [-0.884, 5.953, -3.257], [-1.059, 6.356, -1.012], [0.333, 7.387, -0.646], [-0.097, 6.017, 1.287], [1.430, 5.536, 0.530], [0.028, 3.807, -0.611], [-0.318, 2.323, 1.184], [-0.080, 3.656, 2.303], [1.858, 2.275, 2.260], [2.334, 3.813, 1.550], [2.970, 3.943, -0.540], [1.735, 3.142, -1.540], [3.340, 2.425, -1.379], [-6.104, 0.689, -3.837], [-5.215, 0.775, -2.744], [-4.729, -0.477, -2.276], [-3.250, -0.631, -2.550], [-2.988, -0.767, -3.975], [-1.573, -0.726, -4.339], [-0.809, 0.559, -4.059], [-1.227, 1.663, -4.846], [-2.336, 2.381, -4.345], [-6.505, 1.688, -4.005], [-5.607, 0.351, -4.753], [-6.935, 0.010, -3.621], [-5.291, -1.299, -2.730], [-4.893, -0.510, -1.195], [-2.889, -1.529, -2.039], [-2.739, 0.233, -2.100], [-3.478, -0.032, -4.469], [-1.503, -0.929, -5.410], [-1.058, -1.543, -3.829], [0.236, 0.378, -4.318], [-0.830, 0.827, -2.994], [-2.360, 2.376, -3.251], [-3.287, 1.988, -4.717], [-2.244, 3.412, -4.689]], "homo_lumo_gap_ha": 0.3293, "homo_ev": -8.32, "total_energy_ha": -1886.0753, "spin_multiplicity": 1, "relative_energy_ev": 0.000, "smiles": "CCOCOC(=O)OCCCCCCCCOC(C)=O.COCCNCCOC.COCCNCCOC"}



Number 1 is which compound?
C16H17Br2N5O12P2Tc